Computed, not measured: a structure of composition CH3IO3S, with the ωB97M-V functional and the def2-TZVPD basis.

Structure (XYZ):
```
9
Properties=species:S:1:pos:R:3:forces:R:3
I -3.683061 1.024787 -1.988251 -1.2 -0.3 0.4
S -0.583256 0.408728 -2.705028 -2.7 -0.1 0.5
O -0.890517 -0.465874 -1.378549 -0.8 0.4 -0.6
O 0.660240 1.077944 -2.588085 0.7 0.8 0.3
O -2.126202 1.883304 -2.674576 3.0 -1.4 0.0
C -0.196725 -0.316015 -0.105414 1.3 3.2 -2.4
H -0.763868 0.136742 0.673194 -1.1 0.7 0.1
H -0.020261 -1.285483 0.233135 1.2 -1.5 0.1
H 0.620004 0.439399 -0.440619 -0.5 -1.9 1.6
```
Forces are in eV/Å.

Calculated values
Charge ... 0
E_HOMO ... -8.843 eV
Molar mass ... 222.0 g/mol
Relative energy (zero: lowest compared OMol25 entry of this formula, charge and spin) ... 51.11 kcal per mole

=====

Computed, not measured: a cluster of 7 separate species, C16H48N2O10 in total, with the ωB97M-V functional and the def2-TZVPD basis.

Structure (XYZ):
```
76
Properties=species:S:1:pos:R:3:forces:R:3
O -14.804648 0.874030 10.174761 1.0 -1.4 -0.7
O -17.065154 -0.400040 12.331561 0.0 0.2 0.3
O -10.548389 0.988582 17.476081 1.2 -1.0 1.0
O -15.293494 -2.172457 9.632691 0.4 -1.4 2.9
O -12.407957 2.572058 10.532344 0.8 0.0 0.5
O -14.867562 0.650708 7.129085 1.2 -1.1 1.5
O -17.280601 4.677323 12.551258 -1.1 -0.7 -0.9
O -14.644397 -1.019118 14.283320 -0.5 0.3 -0.3
O -17.415956 1.316011 9.565928 -1.1 -0.1 0.6
O -15.268446 2.790306 12.016083 -0.7 0.3 0.2
N -9.599756 2.346202 14.117492 -0.1 1.1 1.8
N -15.208834 -3.936414 12.856137 0.9 -0.2 -0.6
C -18.031488 -0.403681 11.301141 -0.6 0.1 -0.4
C -9.424268 2.081089 15.572243 -1.0 -0.2 0.1
C -11.378395 -0.104885 17.913532 0.4 1.1 -0.7
C -12.492304 1.466612 9.659428 0.2 -1.5 0.5
C -9.510474 3.340925 16.436567 0.9 -1.5 0.1
C -16.402032 4.840127 11.438343 -1.7 0.3 -0.1
C -15.548762 -3.288716 10.546825 -1.1 -0.4 -1.0
C -13.418194 0.397506 10.241799 -0.9 1.0 -1.0
C -15.667149 1.405766 6.338587 -1.3 0.6 -2.5
C -15.109483 4.188586 11.672399 1.0 -1.1 -0.2
C -10.483917 1.099502 16.082904 -2.2 0.7 -0.7
C -15.807722 -2.349526 8.373804 -1.1 -0.6 -0.5
C -13.358903 -4.126135 11.271134 0.4 0.1 0.7
C -18.326025 0.953408 10.652484 0.9 -0.4 -1.3
C -14.470432 -0.290251 15.500089 0.5 -0.4 -0.1
C -14.577395 -3.306737 11.666919 0.4 0.8 0.8
H -12.945224 -3.881951 10.286933 -0.3 0.0 0.1
H -13.151662 0.258226 11.257292 0.2 -0.2 1.3
H -15.568260 1.029736 5.297552 -0.2 0.0 0.5
H -16.054770 -3.475263 13.104694 -0.8 0.5 -0.1
H -10.529573 2.730507 14.039808 -0.3 0.0 -0.5
H -16.294821 5.885293 11.149039 0.2 0.2 0.2
H -15.598324 -1.070657 14.081846 0.6 0.1 0.1
H -14.957085 1.618249 10.768783 0.4 0.5 0.7
H -16.989849 4.903805 13.417448 1.0 0.7 0.7
H -13.315503 -0.581722 9.752908 -0.5 0.5 -0.2
H -8.500788 1.548278 15.613465 1.0 0.0 0.6
H -8.695390 3.983772 16.226110 1.0 0.6 0.1
H -12.342181 0.214826 17.562272 -1.0 -0.7 -0.2
H -13.376127 -0.004550 15.544399 -1.4 -0.1 0.0
H -19.286860 0.860450 10.143742 -0.1 0.0 0.1
H -16.990448 4.377764 10.645637 0.3 -0.2 -0.2
H -17.700189 -1.091756 10.498163 -0.4 0.1 0.3
H -15.234209 -3.054015 7.802441 0.5 -0.6 -0.4
H -15.726586 -1.396994 7.903985 -0.3 0.6 -0.6
H -16.850009 -2.733942 8.389532 0.3 0.4 0.0
H -16.490477 1.124177 9.758325 -0.1 -0.3 0.4
H -14.670209 -1.010046 16.313618 0.0 0.7 0.1
H -11.445051 -0.151147 18.998738 0.5 0.1 0.0
H -12.566823 -3.938850 11.991457 0.3 -0.1 0.1
H -10.355132 0.149998 15.555285 0.0 -0.3 0.2
H -16.578163 -3.223578 10.992836 0.5 0.1 -0.8
H -14.710208 4.606793 12.585978 0.8 0.7 0.0
H -14.620345 -3.807760 13.667154 0.3 -0.1 0.0
H -15.159174 0.586541 15.553036 0.7 -0.5 0.1
H -10.365147 3.879104 16.178703 -1.7 0.9 -0.6
H -14.330309 -2.236155 11.834225 0.3 -0.4 0.2
H -16.730949 1.395719 6.600177 0.0 -0.2 0.1
H -15.403802 -4.296535 10.069252 -0.7 0.9 -0.3
H -11.043401 -1.061378 17.490736 -0.2 0.2 0.1
H -16.230936 -0.401150 11.876841 1.0 0.1 -0.2
H -11.526085 1.498501 15.799875 1.1 -0.4 -0.3
H -12.934329 1.869005 8.788623 -0.3 0.1 -1.3
H -15.045658 0.857925 8.053864 0.1 0.0 0.2
H -18.398345 1.759963 11.372859 0.1 0.1 0.4
H -9.538645 1.492446 13.612924 -0.1 -0.7 -0.5
H -9.618326 3.089285 17.501030 0.4 0.1 -0.4
H -14.424494 4.270107 10.778532 -0.6 -0.2 1.2
H -11.819865 2.321868 11.258433 -0.2 0.2 -0.1
H -15.977560 2.757216 12.700656 0.6 -0.1 -0.8
H -11.529447 0.950759 9.400217 -0.4 0.8 0.3
H -18.950095 -0.756725 11.791999 0.1 0.0 -0.4
H -13.619972 -5.190047 11.363413 0.1 0.3 -0.3
H -15.363268 2.436311 6.255952 0.2 0.7 0.3
```
Forces are in eV/Å.

Calculated values
Charge ... 0
E_HOMO ... -9.363 eV
Molar mass ... 428.6 g/mol
Structure (SMILES) ... COC[C@H](C)N.COC[C@H](C)N.OCCO.OCCO.OCCO.CO.CO
Relative energy (zero: lowest compared OMol25 entry of this formula, charge and spin) ... 0.00 kcal per mole

=====

Computed, not measured: the molecule C6H10O, with the ωB97M-V functional and the def2-TZVPD basis.

Structure (XYZ):
```
17
Properties=species:S:1:pos:R:3:forces:R:3
O 0.532361 -1.919800 1.229571 0.2 0.0 0.2
C -0.951109 0.085045 0.558144 -0.1 0.0 0.1
C -0.288848 -2.516192 0.229244 -0.2 -0.2 -0.2
C -0.192966 0.929134 -0.505447 0.0 0.1 -0.1
C 0.394789 2.240346 -0.010201 0.0 0.0 0.0
C 0.814454 -0.237419 -0.715337 0.1 0.0 0.0
C -0.022384 -1.081290 0.240617 -0.1 0.1 -0.2
H 0.235772 -3.160037 -0.477870 -0.1 0.1 0.1
H -1.250700 -2.892959 0.579268 0.1 0.1 0.0
H 0.906219 -0.619048 -1.737152 0.0 0.0 0.2
H -2.017789 -0.083533 0.378404 0.2 0.0 0.0
H -0.814038 0.453914 1.580840 0.0 0.0 -0.1
H 1.008206 2.070940 0.883679 -0.1 0.0 -0.1
H 1.814989 -0.027947 -0.321147 -0.1 0.0 0.0
H -0.805099 1.100836 -1.397306 0.1 0.0 0.1
H -0.395825 2.951725 0.255391 0.1 -0.1 0.0
H 1.031967 2.706285 -0.770697 -0.1 -0.1 0.1
```
Forces are in eV/Å.

Calculated values
Charge ... 0
E_HOMO ... -10.014 eV
Molar mass ... 98.1 g/mol
Structure (SMILES) ... C[C@H]1C[C@]2(CO2)C1
Relative energy (zero: lowest compared OMol25 entry of this formula, charge and spin) ... 31.81 kcal per mole

=====

Computed, not measured: the molecule C5H8O, with the ωB97M-V functional and the def2-TZVPD basis.

Structure (XYZ):
```
14
Properties=species:S:1:pos:R:3:forces:R:3
O -1.896666 0.844450 0.415153 0.1 0.0 -0.2
C -0.456819 -0.854298 0.983426 0.1 0.0 0.1
C -1.519868 0.622620 -0.757999 0.0 -0.1 0.0
C 1.511209 0.592341 0.337852 0.0 0.1 0.0
C 0.553402 -0.539845 0.005058 0.0 -0.1 0.2
C -0.502964 -0.273592 -1.067871 -0.2 0.1 -0.2
H -1.005334 -1.786063 0.898477 0.1 0.1 0.0
H -1.979104 1.193512 -1.583503 0.1 -0.1 0.1
H -0.620731 -0.263393 1.876503 0.0 -0.1 -0.2
H 1.070006 -1.447595 -0.327632 -0.1 0.1 0.0
H 2.122075 0.849442 -0.532534 -0.1 0.0 0.1
H 2.175008 0.315965 1.165435 -0.1 0.0 -0.1
H 0.941102 1.478716 0.634233 0.1 -0.1 0.0
H -0.391313 -0.732261 -2.046598 0.0 0.1 0.2
```
Forces are in eV/Å.

Calculated values
Charge ... 0
E_HOMO (spin up / spin down) ... -7.977 / -7.975 eV
Molar mass ... 84.1 g/mol
Relative energy (zero: lowest compared OMol25 entry of this formula, charge and spin) ... 80.44 kcal per mole

=====

Computed, not measured: a cluster of 2 separate species, C5H10IN2 in total, with the ωB97M-V functional and the def2-TZVPD basis.

Structure (XYZ):
```
18
Properties=species:S:1:pos:R:3:forces:R:3
I -4.768435 0.195480 -0.466030 1.6 -1.0 0.0
N -0.480091 0.484510 0.221726 -1.5 -1.6 0.0
N -3.108421 -2.261078 0.193413 -0.2 1.9 -0.8
C 1.499014 1.737649 0.249279 -3.7 -2.3 0.2
C 0.031378 1.522338 0.677244 0.9 0.4 0.8
C 0.499150 -0.380141 -0.357420 0.4 -2.0 -1.7
C -3.045977 -0.973102 0.043220 -0.2 0.5 0.7
C 1.803345 0.521932 -0.563221 -4.4 0.7 -1.0
H -2.035028 -0.504090 0.358126 -1.3 0.5 -0.2
H 2.002154 0.880758 -1.537415 -0.4 -0.3 -1.5
H -3.773931 -2.765206 -0.374075 -0.3 -0.8 0.7
H 0.591357 -1.240833 0.361827 0.7 0.9 -0.2
H 1.358522 2.593692 -0.266757 0.7 3.0 -2.0
H 2.634037 0.060433 -0.299695 3.7 -2.2 1.6
H -2.422225 -2.632082 0.831038 0.3 -1.0 -0.4
H 0.072794 -1.003190 -1.248681 0.8 1.7 0.9
H 2.129217 1.821334 1.016381 2.4 0.9 3.2
H -0.618961 2.106210 1.326204 0.5 0.7 -0.2
```
Forces are in eV/Å.

Calculated values
Charge ... +1
E_HOMO ... -13.472 eV
Molar mass ... 225.1 g/mol
Relative energy (zero: lowest compared OMol25 entry of this formula, charge and spin) ... 60.92 kcal per mole

=====

Computed, not measured: a structure of composition C20H21FFeO6S, with the ωB97M-V functional and the def2-TZVPD basis.

Structure (XYZ):
```
50
Properties=species:S:1:pos:R:3:forces:R:3
Fe -2.493100 0.194026 -2.226873 4.6 0.5 5.8
S 1.059796 -1.281612 0.823261 -0.8 1.7 -0.9
F -0.372568 -0.120326 2.551515 -1.0 1.0 -0.5
O -0.593441 -2.134365 -2.638988 -1.7 1.7 0.3
O 2.253232 -0.868981 0.116437 0.0 -0.8 0.1
O -3.926536 -1.586818 -0.358807 0.9 2.0 -2.3
O -0.148949 -1.693644 0.128269 0.7 0.1 0.2
O 2.051907 2.067833 1.569823 0.1 1.1 -0.3
O 1.924304 0.957321 3.499389 -0.8 -0.3 -0.9
C -1.411148 0.859315 -0.263259 0.0 -0.1 1.0
C 0.485379 0.369873 1.589070 1.3 -2.5 -1.3
C 2.624971 -3.291161 1.491009 -0.2 0.3 0.4
C 0.009197 1.209071 0.285727 -1.1 -1.0 -1.0
C -2.856530 0.081760 -4.157120 -0.8 1.2 -2.8
C 1.889085 -5.313774 2.568906 0.1 0.4 0.1
C 1.574227 1.111428 2.349797 0.9 0.7 1.2
C -4.045872 0.447406 -3.462285 -0.9 1.9 -1.8
C -1.378053 -1.325178 -2.405345 3.5 -3.5 -0.6
C 0.684245 -4.702580 2.927645 0.0 0.6 -0.2
C -2.437847 2.084638 -3.056295 -0.7 0.9 -1.3
C 1.408425 -2.686063 1.823610 0.4 -0.8 0.1
C -3.778618 1.696856 -2.763412 -1.4 0.5 -1.3
C 2.104700 4.396058 1.058946 0.0 0.3 -0.2
C -1.888539 1.139589 -3.967353 -0.4 0.3 -1.0
C 0.833204 1.270712 -1.071664 0.6 0.1 0.1
C 0.418608 -3.385691 2.528111 0.3 -0.1 0.2
C 2.437284 3.377510 2.105886 0.3 -0.9 0.1
C -3.568267 -0.842737 -1.178236 -3.1 -4.1 5.0
C 2.863524 -4.608213 1.868841 0.0 0.3 0.0
H 2.455900 5.371713 1.385804 0.1 0.1 0.1
H 0.545057 0.405451 -1.686273 0.4 0.2 0.4
H 1.032973 4.493515 0.898436 -0.1 -0.2 0.0
H 2.586259 4.170253 0.110352 0.0 -0.1 0.0
H -1.959239 2.990759 -2.698742 0.0 -0.3 0.0
H 1.928595 1.333329 -1.010373 -0.4 -0.1 0.2
H 2.088655 -6.329095 2.873549 0.0 -0.1 0.0
H -4.499450 2.273512 -2.169640 0.5 -0.5 -0.2
H -5.002559 -0.061411 -3.502603 0.3 0.0 0.2
H -1.914450 0.290765 0.511484 -0.6 0.1 0.1
H 0.523065 2.152031 -1.692149 -0.2 -0.5 0.9
H 3.824309 -5.041380 1.601575 -0.3 -0.1 0.1
H -0.520701 -2.898650 2.790589 0.2 -0.2 -0.2
H 0.020748 2.176922 0.737694 -0.3 0.9 -0.1
H -0.059800 -5.239788 3.519065 0.2 0.1 -0.3
H -2.718802 -0.793376 -4.782814 -0.1 0.2 0.1
H -0.936715 1.244866 -4.468198 0.1 -0.3 0.3
H 3.505467 3.321817 2.302277 0.1 0.2 0.1
H 3.345155 -2.695739 0.934158 -0.1 -0.3 0.1
H -1.886202 1.831201 -0.434898 -0.4 0.0 0.2
H 1.919116 3.581056 3.044103 0.0 -0.3 0.0
```
Forces are in eV/Å.

Calculated values
Charge ... 0
E_HOMO (spin up / spin down) ... -6.571 / -7.727 eV
Molar mass ... 464.3 g/mol
Spin multiplicity ... 5
Expectation value of S² ... 6.073

=====

Computed, not measured: a cluster of 5 separate species, CH13N3O4 in total, with the ωB97M-V functional and the def2-TZVPD basis.

Structure (XYZ):
```
21
Properties=species:S:1:pos:R:3:forces:R:3
O -4.003744 0.748272 -1.186078 0.2 0.6 0.4
O 1.313455 -1.328088 -1.931814 0.0 -0.4 0.4
O 2.493732 1.437151 -0.928649 0.7 -0.6 -0.1
O 2.867102 0.492234 1.714687 -0.4 -0.3 -0.7
N 0.274918 -1.167802 0.865009 0.6 -0.2 0.7
N -0.592348 0.938050 0.415011 -0.2 -0.5 -0.2
N -2.059565 -0.905817 0.939926 1.5 -0.4 -1.2
C -0.794932 -0.295168 0.660606 -0.4 0.7 1.2
H -1.497807 1.388362 0.312409 0.1 0.2 -0.1
H 3.295580 0.553118 2.549809 0.5 0.1 1.0
H 3.168576 0.743359 -1.043357 -0.2 0.5 0.0
H 1.108809 -1.640073 -1.021161 0.0 0.2 -0.6
H 1.704829 0.919573 -1.125050 -0.5 0.2 0.1
H -4.790230 0.897948 -1.720404 0.0 0.0 0.0
H 3.074923 1.303357 1.234259 -0.3 -0.1 -0.2
H -2.020260 -1.772129 0.390197 -0.6 0.1 0.5
H -2.769231 -0.328087 0.528669 -0.6 0.1 -0.2
H 0.026859 -1.849450 1.567332 -0.4 -0.4 -0.2
H 1.064964 -0.689732 1.309482 0.1 0.4 -0.8
H -3.801458 1.616177 -0.788202 -0.2 -0.5 -0.4
H 1.273967 -2.101191 -2.512383 0.0 0.3 0.3
```
Forces are in eV/Å.

Calculated values
Charge ... 0
E_HOMO ... -9.408 eV
Molar mass ... 131.1 g/mol
Structure (SMILES) ... N=C(N)N.O.O.O.O
Relative energy (zero: lowest compared OMol25 entry of this formula, charge and spin) ... 10.70 kcal per mole

=====

Computed, not measured: a cluster of 2 separate species, C4H9NO2 in total, with the ωB97M-V functional and the def2-TZVPD basis.

Structure (XYZ):
```
16
Properties=species:S:1:pos:R:3:forces:R:3
O 0.919683 1.579971 -1.822578 -0.2 0.1 0.0
O 0.254037 2.327492 0.198203 0.4 -0.2 -0.4
N 0.944777 -0.692546 0.219236 0.2 -0.1 -0.1
C 1.112307 1.907807 -0.538667 -0.2 0.2 0.3
C -1.524249 -0.459614 -0.359779 0.0 0.0 0.0
C 0.260923 -0.833988 1.504754 -0.1 0.0 0.3
C -0.401826 -1.260958 0.252347 -0.2 -0.2 0.0
H 1.641979 -1.420614 0.095179 -0.1 0.1 0.0
H -0.469132 -2.336792 0.089356 0.0 0.1 0.1
H -0.029796 0.113567 1.955175 0.0 -0.2 -0.1
H -0.034587 1.664710 -1.985683 0.1 0.0 -0.1
H -1.410535 0.602214 -0.120207 0.0 -0.2 0.0
H -2.486409 -0.801562 0.038116 0.1 0.1 -0.1
H 2.168805 1.785326 -0.277076 -0.1 0.0 0.0
H 0.604480 -1.596504 2.201444 0.0 0.1 -0.1
H -1.550463 -0.578512 -1.449816 0.0 0.0 0.2
```
Forces are in eV/Å.

Calculated values
Charge ... 0
E_HOMO ... -9.647 eV
Molar mass ... 103.1 g/mol
Structure (SMILES) ... C[C@@H]1CN1.O=CO
Relative energy (zero: lowest compared OMol25 entry of this formula, charge and spin) ... 45.27 kcal per mole

=====

no.,electronic energy (a.u.)
1,-961.38119
2,-1500.16042
3,-309.79168
4,-270.42970
5,-603.37505
6,-2987.64793
7,-511.13681
8,-363.01339